[1]
Formula: C51H127N9O14
Source: the OMol25 dataset
Level of theory: ωB97M-V/def2-TZVPD

Each line ends with the Löwdin charge.
Atoms and positions in Å:
C (1.74, -8.93, -2.98)  -0.034
C (2.63, -9.00, -4.23)  -0.480
C (4.07, -8.71, -3.80)  -0.143
C (5.17, -9.15, -4.77)  -0.169
C (4.92, -10.62, -5.11)  -0.145
C (3.54, -10.87, -5.72)  -0.528
N (2.57, -10.38, -4.77)  -0.106
O (1.26, -10.80, -5.10)  -0.018
C (3.42, -10.29, -7.12)  -0.028
C (3.43, -12.41, -5.82)  -0.030
C (2.15, -7.94, -5.25)  -0.003
H (2.11, -9.60, -2.20)  0.083
H (0.74, -9.31, -3.21)  0.076
H (1.81, -7.93, -2.57)  0.088
H (4.20, -7.65, -3.57)  0.104
H (4.26, -9.16, -2.82)  0.118
H (6.17, -9.10, -4.35)  0.112
H (5.22, -8.45, -5.61)  0.105
H (5.08, -11.26, -4.24)  0.125
H (5.70, -10.88, -5.84)  0.124
H (3.89, -9.30, -7.19)  0.061
H (3.94, -10.88, -7.88)  0.090
H (2.37, -10.25, -7.39)  0.071
H (3.31, -12.87, -4.84)  0.088
H (2.57, -12.74, -6.41)  0.059
H (4.30, -12.78, -6.37)  0.086
H (1.18, -7.53, -4.96)  0.068
H (1.94, -8.42, -6.20)  0.062
H (2.84, -7.11, -5.37)  0.075
H (0.96, -11.34, -4.37)  0.108
C (6.11, -1.79, -7.45)  -0.075
O (5.85, -2.37, -8.74)  -0.220
C (7.02, -2.55, -9.51)  -0.226
C (7.95, -3.65, -9.01)  -0.226
N (7.35, -4.98, -9.00)  -0.026
C (7.35, -5.55, -10.36)  -0.217
C (6.79, -6.95, -10.41)  -0.222
O (5.38, -6.79, -10.28)  -0.209
C (4.71, -8.02, -10.08)  -0.092
H (5.15, -1.64, -6.96)  0.081
H (6.73, -0.90, -7.51)  0.092
H (6.57, -2.60, -6.88)  0.074
H (7.55, -1.60, -9.68)  0.122
H (6.68, -2.84, -10.51)  0.112
H (8.29, -3.44, -7.99)  0.106
H (8.90, -3.58, -9.55)  0.119
H (6.37, -4.78, -8.84)  0.076
H (8.37, -5.61, -10.74)  0.122
H (6.73, -4.98, -11.07)  0.108
H (7.21, -7.61, -9.65)  0.125
H (6.99, -7.39, -11.39)  0.123
H (3.64, -7.86, -9.96)  0.071
H (4.96, -8.49, -9.12)  0.071
H (4.90, -8.68, -10.92)  0.091
C (3.40, -4.36, -8.63)  -0.099
O (2.66, -4.42, -9.83)  -0.187
C (3.44, -3.86, -10.86)  -0.213
C (2.66, -3.91, -12.17)  -0.207
N (1.22, -3.85, -11.96)  -0.037
C (0.56, -4.05, -13.25)  -0.209
C (-0.94, -3.80, -13.17)  -0.190
O (-1.46, -4.88, -12.37)  -0.235
C (-2.81, -4.62, -12.02)  -0.111
H (4.38, -4.84, -8.70)  0.070
H (2.82, -4.73, -7.78)  0.072
H (3.64, -3.34, -8.31)  0.082
H (4.43, -4.32, -10.95)  0.105
H (3.64, -2.80, -10.64)  0.124
H (2.99, -4.83, -12.69)  0.118
H (2.95, -3.11, -12.85)  0.116
H (0.95, -4.62, -11.36)  0.074
H (0.74, -5.09, -13.55)  0.126
H (0.98, -3.38, -14.00)  0.119
H (-1.40, -3.94, -14.15)  0.122
H (-1.20, -2.82, -12.78)  0.124
H (-3.41, -4.63, -12.94)  0.078
H (-2.91, -3.65, -11.52)  0.068
H (-3.17, -5.41, -11.36)  0.087
C (-7.61, -14.97, -1.32)  -0.115
O (-6.76, -13.95, -0.80)  -0.179
C (-7.23, -12.65, -1.14)  -0.240
C (-6.88, -12.12, -2.54)  -0.209
N (-7.67, -12.72, -3.61)  -0.069
C (-7.82, -11.88, -4.79)  -0.202
C (-6.60, -11.90, -5.70)  -0.246
O (-5.53, -11.16, -5.18)  -0.197
C (-4.54, -10.90, -6.16)  -0.105
H (-8.67, -14.78, -1.18)  0.083
H (-7.37, -15.85, -0.71)  0.084
H (-7.38, -15.18, -2.37)  0.081
H (-6.67, -12.00, -0.46)  0.119
H (-8.28, -12.50, -0.90)  0.121
H (-5.84, -12.40, -2.72)  0.121
H (-6.99, -11.03, -2.46)  0.117
H (-8.52, -13.07, -3.21)  0.093
H (-7.97, -10.84, -4.44)  0.113
H (-8.75, -12.13, -5.30)  0.117
H (-6.93, -11.47, -6.65)  0.116
H (-6.32, -12.93, -5.95)  0.127
H (-4.14, -11.86, -6.49)  0.088
H (-3.77, -10.30, -5.68)  0.080
H (-4.92, -10.27, -6.97)  0.084
C (-3.85, -12.12, -12.99)  -0.116
O (-3.91, -12.65, -11.68)  -0.151
C (-4.41, -11.71, -10.76)  -0.242
C (-3.29, -10.89, -10.13)  -0.197
N (-2.56, -11.73, -9.18)  -0.045
C (-1.35, -11.13, -8.63)  -0.193
C (-0.37, -12.15, -8.07)  -0.218
O (-0.24, -13.18, -9.04)  -0.199
C (0.91, -14.00, -8.78)  -0.091
H (-3.14, -11.29, -13.09)  0.097
H (-4.82, -11.72, -13.30)  0.011
H (-3.59, -12.91, -13.69)  0.100
H (-5.00, -12.21, -9.97)  0.129
H (-5.19, -11.04, -11.16)  0.064
H (-3.73, -9.96, -9.75)  0.119
H (-2.60, -10.65, -10.95)  0.112
H (-2.26, -12.55, -9.70)  0.103
H (-1.62, -10.30, -7.98)  0.094
H (-0.76, -10.70, -9.45)  0.111
H (-0.71, -12.58, -7.12)  0.125
H (0.58, -11.65, -7.91)  0.099
H (1.83, -13.46, -9.01)  0.085
H (0.77, -14.87, -9.41)  0.087
H (0.86, -14.30, -7.73)  0.083
C (-3.19, -3.25, -8.80)  -0.096
O (-3.02, -4.19, -7.76)  -0.215
C (-3.90, -4.08, -6.66)  -0.207
C (-3.54, -2.88, -5.78)  -0.206
N (-4.32, -2.89, -4.53)  -0.076
C (-3.84, -1.87, -3.57)  -0.193
C (-4.51, -2.24, -2.24)  -0.235
O (-3.89, -3.43, -1.78)  -0.203
C (-4.49, -3.91, -0.59)  -0.111
H (-2.70, -3.60, -9.70)  0.051
H (-2.90, -2.26, -8.45)  0.090
H (-4.25, -3.21, -9.09)  0.096
H (-3.87, -5.01, -6.11)  0.124
H (-4.92, -4.01, -7.06)  0.122
H (-3.64, -1.89, -6.21)  0.119
H (-2.48, -2.98, -5.50)  0.104
H (-4.14, -3.76, -4.03)  0.097
H (-4.29, -0.92, -3.86)  0.118
H (-2.75, -1.90, -3.53)  0.118
H (-5.59, -2.38, -2.36)  0.125
H (-4.35, -1.43, -1.51)  0.120
H (-4.48, -3.12, 0.17)  0.085
H (-3.83, -4.66, -0.16)  0.087
H (-5.51, -4.27, -0.74)  0.090
C (4.73, -4.39, -4.76)  -0.052
C (3.80, -3.37, -4.10)  -0.442
C (2.34, -3.85, -4.16)  -0.198
O (1.95, -3.94, -5.51)  -0.209
C (0.59, -4.12, -5.78)  -0.106
N (4.23, -3.13, -2.73)  0.032
H (4.33, -4.63, -5.74)  0.065
H (4.74, -5.31, -4.18)  0.066
H (5.78, -4.08, -4.81)  0.072
H (3.82, -2.45, -4.71)  0.130
H (1.66, -3.16, -3.66)  0.127
H (2.31, -4.83, -3.65)  0.126
H (0.52, -4.32, -6.85)  0.081
H (-0.04, -3.24, -5.65)  0.079
H (0.14, -4.96, -5.23)  0.085
H (5.09, -2.59, -2.82)  0.074
H (3.62, -2.41, -2.33)  0.072
C (-0.98, -7.78, -11.27)  -0.058
C (-0.42, -6.76, -10.27)  -0.392
C (-1.12, -6.80, -8.89)  -0.205
O (-0.69, -7.93, -8.17)  -0.202
C (-1.28, -7.94, -6.88)  -0.096
N (1.03, -7.08, -10.14)  0.061
H (-0.71, -8.78, -10.94)  0.066
H (-0.55, -7.66, -12.26)  0.072
H (-2.07, -7.72, -11.30)  0.063
H (-0.51, -5.72, -10.56)  0.104
H (-2.20, -6.82, -9.09)  0.122
H (-0.88, -5.84, -8.42)  0.110
H (-0.69, -8.65, -6.30)  0.082
H (-2.36, -8.15, -6.95)  0.086
H (-1.20, -6.95, -6.42)  0.079
H (1.05, -7.76, -9.37)  0.060
H (1.47, -6.28, -9.69)  0.046
C (-6.03, -10.48, -13.84)  -0.076
C (-5.48, -9.61, -12.74)  -0.447
C (-4.99, -8.23, -13.17)  -0.200
O (-3.94, -8.38, -14.09)  -0.167
C (-3.14, -7.26, -14.32)  -0.118
N (-6.46, -9.53, -11.64)  0.046
H (-5.27, -10.61, -14.61)  0.094
H (-6.87, -10.00, -14.36)  0.095
H (-6.37, -11.45, -13.48)  0.094
H (-4.57, -10.07, -12.35)  0.080
H (-4.70, -7.60, -12.31)  0.117
H (-5.73, -7.57, -13.68)  0.133
H (-2.62, -7.25, -15.28)  0.093
H (-2.31, -7.22, -13.60)  0.065
H (-3.67, -6.30, -14.36)  0.080
H (-6.25, -8.71, -11.07)  0.079
H (-7.33, -9.21, -12.07)  0.083

For the HOMO energy, the calculation gives -8.1 eV. As for the spin multiplicity: 1. The total energy is -97010.9659 eV. As for the SMILES: CC1(C)CCCC(C)(C)N1O.COC[C@H](C)N.COC[C@H](C)N.COC[C@H](C)N.COCCNCCOC.COCCNCCOC.COCCNCCOC.COCCNCCOC.COCCNCCOC.



[2]
Formula: C51H135N10O17
Source: the OMol25 dataset
Level of theory: ωB97M-V/def2-TZVPD

Each line ends with the Löwdin charge.
Atoms and positions in Å:
N (1.88, 0.94, -2.64)  0.266
H (2.92, 0.96, -2.61)  0.059
H (1.49, 1.91, -2.75)  0.067
H (1.52, 0.35, -1.86)  0.067
H (1.75, 0.46, -3.52)  0.123
N (3.23, -2.74, -1.48)  0.302
H (3.97, -2.64, -0.80)  0.142
H (3.51, -2.20, -2.30)  0.129
H (2.33, -2.30, -1.18)  0.072
H (3.18, -3.70, -1.82)  0.146
C (0.02, -2.65, 0.72)  -0.058
C (0.03, -1.22, 0.14)  -0.598
C (-0.20, -0.20, 1.27)  -0.065
O (1.10, -1.02, -0.72)  -0.325
H (-0.84, -2.84, 1.37)  0.076
H (0.98, -2.91, 1.16)  0.058
H (-0.10, -3.34, -0.12)  0.039
H (-0.89, -1.03, -0.43)  0.086
H (-1.16, -0.36, 1.76)  0.059
H (-0.22, 0.82, 0.88)  0.057
H (0.48, -0.25, 2.13)  0.059
C (9.84, -2.30, 3.57)  -0.097
O (8.46, -2.43, 3.90)  -0.209
C (7.77, -1.20, 3.90)  -0.228
C (6.27, -1.40, 4.09)  -0.215
N (5.60, -2.16, 3.04)  -0.060
C (4.18, -2.40, 3.36)  -0.201
C (3.28, -1.18, 3.28)  -0.206
O (3.41, -0.32, 4.40)  -0.198
C (2.56, 0.79, 4.51)  -0.103
H (10.21, -3.32, 3.53)  0.088
H (10.38, -1.76, 4.36)  0.088
H (9.91, -1.81, 2.60)  0.084
H (8.00, -0.66, 2.98)  0.117
H (8.13, -0.63, 4.77)  0.126
H (5.83, -0.40, 4.01)  0.112
H (6.05, -1.72, 5.11)  0.127
H (6.04, -3.08, 3.12)  0.102
H (4.10, -3.02, 4.26)  0.108
H (3.86, -3.05, 2.54)  0.107
H (2.26, -1.52, 3.07)  0.107
H (3.60, -0.59, 2.41)  0.108
H (1.50, 0.50, 4.52)  0.082
H (2.61, 1.53, 3.70)  0.073
H (2.76, 1.34, 5.43)  0.091
C (-3.08, 2.12, -9.09)  -0.101
O (-3.92, 1.92, -7.96)  -0.200
C (-4.82, 0.83, -8.11)  -0.235
C (-5.79, 0.85, -6.93)  -0.191
N (-5.12, 0.72, -5.63)  -0.053
C (-4.74, -0.65, -5.29)  -0.212
C (-3.87, -0.60, -4.04)  -0.240
O (-2.56, -0.16, -4.32)  -0.174
C (-1.69, -0.20, -3.20)  -0.104
H (-2.36, 1.32, -9.30)  0.085
H (-2.44, 2.96, -8.84)  0.085
H (-3.74, 2.27, -9.94)  0.088
H (-4.34, -0.14, -8.24)  0.118
H (-5.41, 1.00, -9.03)  0.119
H (-6.52, 0.05, -7.09)  0.120
H (-6.27, 1.83, -6.87)  0.116
H (-4.20, 1.15, -5.73)  0.094
H (-4.21, -1.24, -6.05)  0.118
H (-5.63, -1.20, -4.97)  0.120
H (-3.91, -1.59, -3.57)  0.117
H (-4.35, 0.04, -3.28)  0.123
H (-1.68, -1.20, -2.77)  0.066
H (-1.92, 0.46, -2.36)  0.065
H (-0.76, 0.15, -3.66)  0.081
C (1.22, -7.54, -7.90)  -0.124
O (0.73, -6.41, -7.22)  -0.186
C (-0.32, -6.72, -6.30)  -0.225
C (-0.94, -5.49, -5.68)  -0.217
N (-0.04, -4.65, -4.88)  -0.050
C (-0.83, -3.74, -4.02)  -0.191
C (-1.03, -4.36, -2.64)  -0.226
O (-2.01, -5.41, -2.60)  -0.169
C (-2.37, -5.75, -1.29)  -0.130
H (1.78, -8.20, -7.23)  0.082
H (1.96, -7.19, -8.62)  0.087
H (0.45, -8.19, -8.32)  0.086
H (0.07, -7.34, -5.49)  0.124
H (-1.10, -7.30, -6.80)  0.124
H (-1.70, -5.92, -5.01)  0.112
H (-1.46, -4.89, -6.43)  0.126
H (0.44, -5.24, -4.22)  0.088
H (-1.80, -3.55, -4.49)  0.123
H (-0.29, -2.81, -3.83)  0.096
H (-1.25, -3.50, -1.99)  0.096
H (-0.11, -4.75, -2.20)  0.112
H (-3.04, -5.04, -0.79)  0.087
H (-1.53, -5.90, -0.60)  0.084
H (-2.88, -6.71, -1.24)  0.090
C (3.41, 5.91, -5.64)  -0.083
O (3.31, 4.50, -5.74)  -0.193
C (2.25, 3.92, -5.05)  -0.249
C (2.10, 4.16, -3.55)  -0.206
N (0.89, 3.54, -3.04)  -0.094
C (0.65, 3.82, -1.62)  -0.170
C (-0.59, 3.11, -1.11)  -0.221
O (-1.71, 3.88, -1.51)  -0.159
C (-2.89, 3.31, -0.94)  -0.083
H (2.40, 6.34, -5.76)  0.095
H (4.10, 6.26, -6.40)  0.096
H (3.65, 6.17, -4.61)  0.083
H (2.26, 2.83, -5.21)  0.113
H (1.32, 4.17, -5.58)  0.130
H (2.09, 5.25, -3.43)  0.119
H (2.99, 3.74, -3.08)  0.120
H (0.13, 3.86, -3.64)  0.136
H (0.60, 4.91, -1.51)  0.136
H (1.49, 3.41, -1.05)  0.100
H (-0.42, 3.13, -0.02)  0.112
H (-0.67, 2.09, -1.49)  0.100
H (-2.88, 2.22, -0.98)  0.082
H (-3.77, 3.56, -1.53)  0.084
H (-3.03, 3.61, 0.10)  0.078
C (-3.79, -1.17, 0.81)  -0.109
O (-4.36, -0.01, 1.39)  -0.203
C (-5.19, -0.31, 2.51)  -0.213
C (-5.71, 1.01, 3.04)  -0.212
N (-6.71, 0.72, 4.08)  -0.046
C (-7.25, 2.01, 4.56)  -0.220
C (-8.15, 1.84, 5.78)  -0.202
O (-7.45, 1.63, 6.99)  -0.187
C (-6.40, 2.53, 7.25)  -0.119
H (-2.96, -0.85, 0.19)  0.060
H (-4.54, -1.67, 0.19)  0.090
H (-3.43, -1.86, 1.58)  0.084
H (-4.64, -0.87, 3.27)  0.124
H (-6.01, -0.95, 2.15)  0.128
H (-6.19, 1.59, 2.25)  0.111
H (-4.90, 1.61, 3.46)  0.108
H (-6.25, 0.17, 4.79)  0.112
H (-7.87, 2.36, 3.73)  0.122
H (-6.52, 2.82, 4.64)  0.087
H (-8.82, 0.99, 5.63)  0.124
H (-8.79, 2.73, 5.85)  0.119
H (-6.71, 3.57, 7.18)  0.095
H (-5.57, 2.35, 6.55)  0.069
H (-5.96, 2.32, 8.23)  0.089
C (8.74, 2.47, -4.61)  -0.108
O (7.39, 2.38, -4.26)  -0.209
C (6.60, 1.54, -5.08)  -0.206
C (5.11, 1.74, -4.69)  -0.174
N (4.67, 1.30, -3.36)  -0.079
C (5.56, 1.69, -2.25)  -0.172
C (4.89, 1.22, -0.95)  -0.217
O (3.75, 2.01, -0.69)  -0.228
C (3.25, 1.84, 0.63)  -0.096
H (8.85, 2.77, -5.65)  0.090
H (9.29, 1.52, -4.52)  0.089
H (9.37, 3.12, -4.00)  0.091
H (6.85, 0.48, -5.16)  0.125
H (6.73, 1.98, -6.08)  0.125
H (4.52, 1.24, -5.46)  0.122
H (4.90, 2.80, -4.79)  0.105
H (4.67, 0.28, -3.40)  0.102
H (5.61, 2.77, -2.20)  0.137
H (6.55, 1.23, -2.22)  0.122
H (5.64, 1.40, -0.17)  0.131
H (4.54, 0.18, -0.95)  0.111
H (2.92, 0.80, 0.68)  0.069
H (2.35, 2.41, 0.84)  0.081
H (4.00, 2.11, 1.38)  0.095
C (-1.52, 2.35, 3.18)  -0.111
O (-2.59, 2.92, 3.89)  -0.193
C (-2.54, 4.33, 4.03)  -0.207
C (-3.99, 4.76, 4.34)  -0.201
N (-4.93, 4.62, 3.26)  -0.048
C (-4.73, 5.43, 2.08)  -0.199
C (-5.67, 4.94, 0.97)  -0.222
O (-5.51, 3.57, 0.71)  -0.223
C (-6.29, 3.12, -0.36)  -0.114
H (-0.52, 2.67, 3.52)  0.088
H (-1.61, 2.56, 2.11)  0.069
H (-1.58, 1.28, 3.31)  0.077
H (-2.25, 4.85, 3.11)  0.108
H (-1.92, 4.58, 4.90)  0.123
H (-3.95, 5.79, 4.71)  0.120
H (-4.31, 4.17, 5.20)  0.105
H (-5.03, 3.64, 3.00)  0.070
H (-3.71, 5.42, 1.68)  0.099
H (-4.91, 6.48, 2.33)  0.125
H (-5.43, 5.51, 0.07)  0.123
H (-6.69, 5.21, 1.26)  0.127
H (-6.08, 3.65, -1.30)  0.085
H (-7.35, 3.15, -0.10)  0.097
H (-5.98, 2.10, -0.62)  0.088
C (0.91, -4.94, 4.15)  -0.128
O (1.60, -4.29, 5.18)  -0.219
C (2.05, -5.13, 6.25)  -0.189
C (3.14, -4.43, 7.10)  -0.195
N (2.62, -3.40, 7.97)  -0.055
C (2.30, -2.15, 7.31)  -0.202
C (1.92, -1.15, 8.42)  -0.200
O (0.80, -1.65, 9.14)  -0.199
C (-0.44, -1.48, 8.51)  -0.118
H (1.44, -5.78, 3.70)  0.087
H (0.73, -4.19, 3.37)  0.066
H (-0.06, -5.33, 4.49)  0.091
H (2.48, -6.02, 5.79)  0.114
H (1.21, -5.43, 6.89)  0.125
H (3.91, -3.97, 6.48)  0.105
H (3.59, -5.27, 7.63)  0.114
H (1.82, -3.76, 8.47)  0.108
H (1.43, -2.31, 6.67)  0.100
H (3.13, -1.78, 6.70)  0.112
H (1.64, -0.15, 8.08)  0.111
H (2.75, -1.00, 9.10)  0.122
H (-0.57, -0.47, 8.11)  0.086
H (-1.21, -1.74, 9.24)  0.090
H (-0.57, -2.16, 7.66)  0.078

For the HOMO energy, the calculation gives -9.8 eV. As for the spin multiplicity: 1. The calculation puts the relative energy (zero: lowest compared OMol25 entry of this formula, charge and spin) at 0.0 kJ/mol. The total energy is -104766.6800 eV. The total charge is +1.